Entry 1:
Below is a 3-piece molecular cluster, C28H53BrF5IN3O5PS overall in a non-equilibrium geometry, with properties calculated with wB97M-V/def2-TZVPD.

Each line ends with the Mulliken charge.
Cartesian coordinates (Å):
1 C -2.9178 -2.9873 -0.9467  -1.444
2 C -2.2151 -2.0918 -0.1067  0.189
3 C -1.6996 -0.8023 0.8280  -0.832
4 O -0.2371 -0.7877 0.4651  0.032
5 N -0.0094 -1.5798 -0.5958  -0.251
6 O 1.1417 -1.3720 -0.9966  -0.279
7 N -2.2445 0.4959 0.4213  1.501
8 C -3.5284 0.5055 -0.3498  -0.564
9 C -3.4004 0.4497 -1.9857  0.299
10 C -4.6604 -0.3181 -2.7262  -0.604
11 S -6.2651 0.6293 -2.4351  -0.286
12 P -1.1072 1.7711 0.0016  0.160
13 C -2.0288 3.4864 -0.0649  -0.524
14 C -0.2445 1.5834 -1.6771  -0.651
15 C -1.6934 -1.1705 2.4702  1.160
16 C -1.1829 0.1403 3.2683  -0.804
17 C -2.1561 1.2873 3.8232  -0.607
18 C -1.2975 2.7286 3.7212  -0.903
19 I -4.1082 1.6905 3.0511  0.071
20 O -0.7958 -2.3203 2.4066  -0.023
21 C 0.3271 -2.4803 3.2122  -0.600
22 N 0.2210 -2.5269 4.7174  -0.453
23 Br 1.0057 -4.3703 2.7681  -0.165
24 C 1.6844 -1.5568 2.8913  0.696
25 C 3.0554 -2.1939 3.5877  -0.472
26 C 4.2263 -1.0280 3.8483  -0.464
27 C 5.7136 -1.7235 3.6718  -0.670
28 C 6.1207 -2.0780 2.1245  -0.653
29 C 5.3139 -1.2283 0.9781  0.671
30 C 5.8094 0.3356 0.9929  -1.086
31 C -3.1051 -1.8463 2.9913  0.736
32 F -4.2952 -1.5601 2.1588  -0.278
33 F -3.4968 -1.4158 4.3901  -0.370
34 C -3.1171 -3.4849 3.1689  0.421
35 F -4.5528 -3.7624 3.5839  -0.300
36 F -2.3367 -3.9981 4.3216  -0.248
37 F -2.9533 -4.2881 1.9500  -0.197
38 H -3.4700 -3.4955 -1.8726  0.392
39 H -4.0442 1.5587 -0.1154  0.247
40 H -4.3279 -0.2935 -0.0483  0.154
41 H -2.4367 -0.1787 -2.2304  0.019
42 H -3.3064 1.5295 -2.4429  -0.021
43 H -4.8234 -1.4228 -2.3591  0.205
44 H -4.4842 -0.3906 -3.9005  0.355
45 H -7.1523 -0.3366 -1.9323  0.128
46 H -1.3493 4.3254 0.4353  0.400
47 H -3.0659 3.4072 0.5103  0.223
48 H -2.2006 3.8541 -1.1791  -0.180
49 H 0.8952 1.9356 -1.6375  0.374
50 H -0.7737 2.3283 -2.4447  0.118
51 H -0.3533 0.5113 -2.1694  0.131
52 H -0.4004 0.6991 2.5539  0.219
53 H -0.4865 -0.0841 4.2198  0.618
54 H -2.2857 1.1395 5.0058  0.544
55 H -0.9586 2.9708 2.6276  0.212
56 H -0.4340 2.6759 4.5093  0.306
57 H -2.0653 3.5928 4.0198  0.353
58 H -0.6704 -2.0874 5.0724  0.299
59 H 0.2366 -3.4963 5.1038  0.302
60 H 1.9268 -1.5076 1.7313  -0.414
61 H 1.5486 -0.4300 3.2534  0.004
62 H 3.5940 -2.9887 2.8781  0.264
63 H 2.8489 -2.7464 4.5982  0.295
64 H 4.0699 -0.0705 3.1929  0.252
65 H 4.1440 -0.7271 4.9978  0.337
66 H 6.5958 -1.0826 4.1219  0.288
67 H 5.7435 -2.7572 4.2682  0.281
68 H 5.8255 -3.2227 1.9578  0.256
69 H 7.2895 -2.0368 1.9066  0.345
70 H 4.1361 -1.3630 1.0546  -0.491
71 H 5.6046 -1.6655 -0.0939  0.136
72 H 5.8016 0.7994 2.0928  0.307
73 H 6.9174 0.4012 0.6153  0.328
74 H 5.0614 0.9313 0.2942  0.222
75 C 4.3165 -2.3545 -3.6765  -1.382
76 C 3.8303 -0.9604 -3.3140  1.157
77 C 3.2012 -0.2643 -4.5102  -1.428
78 O 4.9288 -0.1854 -2.8406  -0.479
79 H 5.0826 -2.3114 -4.4589  0.394
80 H 4.7781 -2.8388 -2.8093  0.303
81 H 3.4914 -2.9809 -4.0296  0.360
82 H 3.1002 -1.0253 -2.4999  -0.270
83 H 3.9276 -0.1469 -5.3221  0.418
84 H 2.8670 0.7425 -4.2377  0.312
85 H 2.3426 -0.8280 -4.8884  0.361
86 H 5.5823 -0.1224 -3.5570  0.331
87 C -2.2335 4.5077 -5.9151  -1.377
88 C -3.2788 3.6745 -5.1907  0.356
89 C -4.5803 4.4420 -5.0227  -1.225
90 O -2.7806 3.3032 -3.9079  -0.407
91 H -1.9966 5.4166 -5.3506  0.355
92 H -1.2981 3.9473 -6.0179  0.323
93 H -2.5804 4.7962 -6.9122  0.412
94 H -3.4653 2.7511 -5.7496  0.256
95 H -4.4267 5.3485 -4.4266  0.334
96 H -5.3191 3.8346 -4.4890  0.268
97 H -4.9976 4.7286 -5.9931  0.405
98 H -2.6120 4.1171 -3.4045  0.207

Calculated values
**LUMO energy**: -0.419 eV
**Highest occupied orbital energy**: -0.2976 Ha
**F_max**: 10.09 eV/Å
**SMILES**: C#C[C@@](ON=O)(N(CCCS)P(C)C)[C@](C[C@@H](C)I)(O[C@@](N)(Br)CCCCCCC)C(F)(F)C(F)(F)F.CC(C)O.CC(C)O
**Electronic energy**: -156439.4568 eV

Entry 2:
Below is an isolated ion of composition C6H10IN2 and charge +1 in a non-equilibrium geometry, with properties calculated with wB97M-V/def2-TZVPD.

Each line ends with the Mulliken charge.
Cartesian coordinates (Å):
1 C 1.1500 2.3232 -0.7427  -1.377
2 C 0.5084 0.9953 -0.3746  1.133
3 C 0.1142 0.6741 0.8426  -0.486
4 I 0.0846 1.8347 2.6281  0.187
5 C -0.6597 -0.7264 1.1507  -0.603
6 N -2.0366 -0.7613 0.7296  -0.584
7 N 0.0125 -1.9166 0.3265  -0.170
8 C 0.2928 -1.4010 -0.9739  -0.520
9 C 0.4777 -0.1204 -1.3557  -0.523
10 H 2.1967 2.1870 -0.8791  0.314
11 H 0.8808 2.9929 0.0354  0.412
12 H 0.6754 2.6772 -1.6692  0.369
13 H -0.4915 -0.9833 2.2352  0.657
14 H -1.9886 -0.3313 -0.2088  0.342
15 H -2.4544 -0.1661 1.4340  0.323
16 H -0.6756 -2.7468 0.3764  0.393
17 H 0.8596 -2.3654 0.5776  0.375
18 H 0.4456 -2.2496 -1.6845  0.383
19 H 0.6080 0.0837 -2.4478  0.375

Calculated values
**LUMO energy**: -3.871 eV
**Highest occupied orbital energy**: -0.4692 Ha
**F_max**: 3.82 eV/Å
**SMILES**: CC1=C(I)[C@@H](N)[NH2+]C=C1
**Electronic energy**: -17456.5414 eV
**Total charge**: +1
**Relative energy (zero: lowest compared OMol25 entry of this formula, charge and spin)**: 118.7 kJ/mol

Entry 3:
Below is a 2-piece molecular cluster, C3H9NO4S2 overall in a non-equilibrium geometry, with properties calculated with wB97M-V/def2-TZVPD.

Each line ends with the Mulliken charge.
Cartesian coordinates (Å):
1 C -1.4559 -0.6227 1.3834  -0.355
2 C 1.3547 -0.9663 0.5047  -0.750
3 C 0.2738 -0.4677 -0.4034  0.053
4 N -2.1921 0.4385 1.4357  -0.326
5 O 1.4972 1.5827 -1.4774  -0.637
6 O -0.0100 2.0097 0.4545  -0.666
7 O -0.9827 1.6283 -1.7684  -0.503
8 O 2.6067 -0.9251 -0.0273  -0.509
9 S -0.1901 -1.3026 -1.8271  -0.194
10 S 0.3261 1.3032 -0.7261  1.250
11 H -0.7692 -0.7677 2.1733  0.327
12 H -1.6030 -1.6073 0.7514  0.324
13 H 1.1303 -2.0334 0.7165  0.291
14 H 1.3853 -0.3480 1.4286  0.298
15 H 0.9883 -1.4825 -2.1670  0.118
16 H -2.9788 0.6974 0.8712  0.271
17 H -1.5422 1.2100 1.6674  0.301
18 H 2.6248 -0.1093 -0.4407  0.373
19 H -0.4630 1.7630 -2.5495  0.334

Calculated values
**LUMO energy (alpha / beta)**: 0.090 / 0.090 eV
**Highest occupied orbital energy (alpha / beta)**: -0.2921 / -0.2921 Ha
**F_max**: 5.78 eV/Å
**Electronic energy**: -34603.5836 eV
**Relative energy (zero: lowest compared OMol25 entry of this formula, charge and spin)**: 317.7 kJ/mol

Entry 4:
Below is BrClFN2O as an isolated structure in a non-equilibrium geometry, with properties calculated with wB97M-V/def2-TZVPD.

Each line ends with the Mulliken charge.
Cartesian coordinates (Å):
1 N -0.6422 -0.1734 0.3873  0.498
2 N -1.3928 0.0125 1.2162  -0.147
3 O -0.0654 -0.4611 -0.8174  -0.351
4 F 4.7339 1.7447 -0.0153  -0.733
5 Cl 6.3479 0.3370 0.1206  0.099
6 Br 8.2426 -0.9180 -0.0589  -0.366

Calculated values
**LUMO energy**: 2.018 eV
**Highest occupied orbital energy**: -0.1847 Ha
**F_max**: 6.48 eV/Å
**Electronic energy**: -90308.1363 eV
**Total charge**: -1
**Relative energy (zero: lowest compared OMol25 entry of this formula, charge and spin)**: 101.0 kJ/mol